(one)
14
Properties=species:S:1:pos:R:3:nbo_charge:R:1 method="wB97M-V/def2-TZVPD" homo_energy_ev=-8.16 total_charge=0 lumo_ev=0.62 orbital_gap_ev=8.78
S 1.843 1.153 -0.685 0.075
O -2.344 0.752 -1.520 -0.542
N 0.031 1.283 -0.679 -0.670
N 0.128 -1.018 0.148 -0.663
N -1.807 -0.068 -0.588 -0.312
C 1.163 -1.172 1.172 -0.451
C -0.524 0.165 -0.215 0.500
H 1.641 2.601 -0.934 0.167
H 1.140 -0.018 1.559 0.220
H -0.041 -1.922 -0.203 0.404
H -2.410 -0.333 0.176 0.366
H 0.794 -1.666 2.249 0.195
H -1.847 1.686 -1.409 0.492
H 2.233 -1.445 0.927 0.219

(two)
14
Properties=species:S:1:pos:R:3:nbo_charge:R:1 method="wB97M-V/def2-TZVPD" homo_energy_ev=-8.62 total_charge=0 lumo_ev=0.56 orbital_gap_ev=9.19
S 0.344 2.403 -1.156 0.050
O 0.376 -1.069 -1.564 -0.523
N 0.833 -0.164 -0.722 -0.361
N 0.437 1.818 0.623 -0.697
N -0.805 -0.124 0.947 -0.517
C 0.013 0.430 0.264 0.546
C -1.086 -1.427 0.921 -0.436
H 0.270 -1.999 -1.001 0.470
H -1.506 -2.103 0.101 0.185
H -0.183 2.534 1.039 0.414
H 1.479 0.539 -1.053 0.373
H -0.175 -2.059 1.126 0.164
H 1.689 2.837 -1.257 0.130
H -1.686 -1.615 1.733 0.202

(three)
14
Properties=species:S:1:pos:R:3:nbo_charge:R:1 method="wB97M-V/def2-TZVPD" homo_energy_ev=-8.36 total_charge=0 lumo_ev=0.25 orbital_gap_ev=8.61
S 0.041 1.940 1.667 0.208
O -1.557 -2.086 -0.840 -0.627
N -1.409 -1.258 0.361 -0.215
N 0.014 0.292 1.261 -0.817
N 0.032 -0.078 -1.139 -0.664
C -0.543 -0.203 0.158 0.462
C 1.273 0.814 -0.945 -0.436
H 0.319 -0.484 2.132 0.447
H -1.762 -3.031 -0.557 0.484
H 1.692 1.620 -1.815 0.205
H -1.391 2.015 2.282 0.133
H 2.229 0.106 -0.904 0.188
H 0.125 -1.140 -1.788 0.445
H 0.938 1.493 0.127 0.187

(four)
14
Properties=species:S:1:pos:R:3:nbo_charge:R:1 method="wB97M-V/def2-TZVPD" homo_energy_ev=-8.11 total_charge=0 lumo_ev=0.74 orbital_gap_ev=8.85
S 2.311 -0.092 0.041 0.182
O -0.263 1.295 -0.197 -0.516
N -1.557 -0.632 0.002 -0.481
N 0.758 -0.759 -0.014 -0.707
N -1.627 -2.034 0.007 -0.639
C -0.291 -0.053 -0.065 0.657
C -1.419 2.054 0.146 -0.260
H -2.178 2.046 -0.644 0.173
H -0.807 -2.393 -0.504 0.361
H -1.096 3.085 0.282 0.204
H -1.879 1.678 1.081 0.199
H 2.044 1.228 -0.050 0.098
H -2.224 -0.221 -0.688 0.374
H -1.501 -2.352 1.002 0.354

Which structure is the most stable? The one labeled (four).

(one)
10
Properties=species:S:1:pos:R:3:nbo_charge:R:1 method="wB97M-V/def2-TZVPD" homo_energy_ev="-8.77 / -8.77" total_charge=0 lumo_ev="-1.24 / -1.24" orbital_gap_ev="7.53 / 7.53"
S 1.882 0.270 -0.664 0.189
N -1.409 2.470 0.071 -0.177
N -2.391 1.627 -0.128 -0.141
N -0.214 1.979 -0.052 -0.071
N -4.281 -1.227 -0.402 -0.276
C -3.344 -0.550 -0.329 0.231
C -2.308 0.353 -0.163 -0.149
C 0.532 1.054 -0.093 0.070
H 1.604 -0.823 0.019 0.158
H -1.326 -0.094 -0.042 0.168

(two)
10
Properties=species:S:1:pos:R:3:nbo_charge:R:1 method="wB97M-V/def2-TZVPD" homo_energy_ev=-10.47 total_charge=0 lumo_ev=-0.75 orbital_gap_ev=9.73 smiles="N#C[C@H]1N=NN=C1S"
S 0.289 -0.067 1.430 0.143
N -0.467 1.558 -0.607 -0.326
N -2.836 -2.449 -0.537 -0.253
N -1.146 1.428 -1.787 0.038
N -1.474 0.280 -2.070 -0.122
C -1.010 -0.653 -1.053 -0.306
C -0.350 0.392 -0.085 0.101
C -2.021 -1.671 -0.709 0.271
H -0.180 -1.213 -1.517 0.295
H 0.542 1.169 1.853 0.159

Which structure is the most stable? The one labeled (two).

(one)
27
Properties=species:S:1:pos:R:3:lowdin_spin:R:1 method="wB97M-V/def2-TZVPD" homo_energy_ev="-13.38 / -13.38" total_charge=+1 lumo_ev="-4.14 / -7.97" orbital_gap_ev="9.24 / 5.41" multiplicity=2
O 1.986 -3.836 1.374 0.112
C -0.996 2.159 -3.536 0.000
C -1.596 0.465 2.391 0.060
C 0.981 -2.955 1.651 0.225
C 0.140 1.648 -2.672 0.000
C 1.289 -1.639 1.196 0.046
C 1.370 2.556 -2.391 0.000
C -0.983 -1.961 2.670 0.087
C -0.212 -3.081 2.359 0.096
C 0.630 -0.561 1.615 0.060
C -0.671 -0.666 2.309 0.261
H -0.671 1.996 -4.565 0.000
H -2.278 0.469 1.478 0.031
H 1.777 3.154 -3.236 0.000
H -1.931 -2.092 3.222 0.000
H 0.945 0.360 1.437 0.001
H -1.270 3.197 -3.273 0.000
H 2.290 2.069 -2.052 0.000
H 1.139 3.473 -1.556 0.000
H -0.274 1.443 -1.743 0.000
H 2.207 -1.525 0.625 0.000
H -1.112 1.384 2.413 0.005
H -0.502 -4.076 2.680 0.001
H 1.650 -4.606 0.884 0.008
H -2.360 0.345 3.186 0.008
H 0.366 0.698 -2.986 0.000
H -1.916 1.583 -3.479 0.000

(two)
27
Properties=species:S:1:pos:R:3:lowdin_spin:R:1 method="wB97M-V/def2-TZVPD" homo_energy_ev="-13.25 / -13.25" total_charge=+1 lumo_ev="-3.74 / -8.04" orbital_gap_ev="9.50 / 5.21" multiplicity=2
O 2.655 1.068 1.064 0.189
C 0.020 2.128 -1.027 0.007
C 0.604 2.189 1.782 0.062
C -0.968 -3.447 -0.490 0.000
C 1.181 1.691 -0.508 0.130
C 1.391 1.613 0.882 0.194
C -2.424 2.786 -0.511 0.030
C 1.448 -3.300 -0.191 0.000
C 0.128 -2.427 -0.594 0.000
C -0.933 2.466 -0.067 0.236
C -0.626 2.544 1.226 0.128
H -1.639 -3.026 0.339 0.000
H 0.109 -1.577 0.155 0.000
H 2.824 0.679 1.944 0.002
H 1.664 -3.478 0.936 0.000
H 1.912 1.209 -1.093 0.003
H -0.661 -4.548 -0.347 0.000
H -0.310 2.105 -2.103 -0.002
H -1.667 -3.480 -1.298 0.000
H -1.455 3.019 1.810 0.002
H 0.424 -1.931 -1.586 0.000
H 1.455 -4.100 -0.991 0.000
H -3.208 2.578 0.154 0.000
H -2.407 3.747 -0.943 0.012
H 2.267 -2.613 -0.276 0.000
H -2.617 1.921 -1.132 0.006
H 0.835 2.182 2.866 -0.001

Which structure is the most stable? The one labeled (one).

(one)
5
Properties=species:S:1:pos:R:3:nbo_charge:R:1 method="wB97M-V/def2-TZVPD" homo_energy_ev="-11.87 / -11.87" total_charge=0 lumo_ev="-2.69 / -2.69" orbital_gap_ev="9.19 / 9.19" smiles="N#CON=O"
O -0.224 -0.384 0.103 -0.431
O 1.066 -2.238 0.131 -0.216
N 0.045 -1.649 0.439 0.497
N -0.698 2.198 -0.071 -0.315
C -0.339 1.140 -0.444 0.465

(two)
5
Properties=species:S:1:pos:R:3:nbo_charge:R:1 method="wB97M-V/def2-TZVPD" homo_energy_ev=-13.07 total_charge=0 lumo_ev=0.67 orbital_gap_ev=13.74 smiles="O=C=O.N#N"
O -1.520 -0.864 0.609 -0.492
O -0.968 1.140 -0.394 -0.530
N 2.086 0.264 -0.363 0.017
N 1.667 -0.654 0.057 -0.015
C -1.264 0.114 0.091 1.021

Which structure is the most stable? The one labeled (two).

(one)
21
Properties=species:S:1:pos:R:3:nbo_charge:R:1 method="wB97M-V/def2-TZVPD" homo_energy_ev=-8.94 total_charge=0 lumo_ev=0.61 orbital_gap_ev=9.54 smiles="CC=C(C)C.O.O"
O -1.386 -4.480 -2.374 -0.931
O -4.277 -0.567 1.296 -0.927
C 0.847 0.558 0.774 -0.210
C -0.503 1.147 1.032 -0.648
C 1.835 1.237 0.212 0.026
C 3.119 0.570 -0.201 -0.631
C 1.659 2.652 -0.231 -0.654
H 2.597 3.115 -0.531 0.214
H 2.971 -0.507 -0.187 0.215
H -1.093 0.658 1.805 0.204
H -0.432 2.154 1.410 0.214
H 0.997 2.635 -1.102 0.220
H -1.136 1.208 0.143 0.213
H -2.111 -4.140 -2.918 0.465
H -3.403 -0.337 1.647 0.463
H -3.984 -1.007 0.480 0.464
H 3.396 0.864 -1.220 0.208
H 0.964 -0.495 0.952 0.195
H 1.178 3.259 0.540 0.219
H 3.993 0.878 0.384 0.216
H -0.732 -4.693 -3.051 0.466

(two)
21
Properties=species:S:1:pos:R:3:nbo_charge:R:1 method="wB97M-V/def2-TZVPD" homo_energy_ev=-9.49 total_charge=0 lumo_ev=0.42 orbital_gap_ev=9.91 smiles="C/C=C/CC.O.O"
O -3.239 -2.403 -1.589 -0.935
O 3.081 -0.924 -2.428 -0.929
C 0.015 0.434 0.457 -0.197
C -0.221 1.703 0.183 -0.164
C 0.384 2.537 -0.904 -0.638
C 0.411 -1.084 2.445 -0.597
C -0.595 -0.331 1.567 -0.445
H 1.248 -0.418 2.681 0.204
H -1.236 0.249 2.250 0.209
H 2.609 -1.361 -3.156 0.467
H 0.978 1.937 -1.567 0.199
H 0.732 -0.103 -0.154 0.176
H -2.280 -2.492 -1.540 0.467
H -1.024 2.212 0.710 0.188
H -1.364 -1.074 1.297 0.209
H 0.802 -1.985 1.963 0.204
H -0.035 -1.336 3.417 0.212
H -3.382 -1.457 -1.708 0.468
H -0.378 3.067 -1.460 0.218
H 2.384 -0.396 -2.020 0.463
H 1.110 3.225 -0.445 0.222

(three)
21
Properties=species:S:1:pos:R:3:nbo_charge:R:1 method="wB97M-V/def2-TZVPD" homo_energy_ev=-8.58 total_charge=0 lumo_ev=0.76 orbital_gap_ev=9.34 smiles="C/C=C/CC.O.O"
O -4.182 4.340 -0.839 -0.943
O -1.628 5.622 -1.697 -0.943
C 0.744 -3.242 0.987 -0.215
C 0.550 -3.332 2.465 -0.661
C 0.566 -2.116 0.278 -0.138
C 1.341 -1.643 -0.925 -0.448
C 1.929 -0.267 -0.636 -0.609
H -0.978 6.186 -1.286 0.471
H 0.704 -2.554 3.230 0.226
H 2.587 0.019 -1.452 0.212
H 0.538 -1.684 -1.682 0.211
H 1.229 0.567 -0.550 0.209
H 2.129 -2.367 -1.146 0.202
H -4.183 3.545 -0.294 0.463
H 1.296 -4.086 2.729 0.221
H 1.434 -3.913 0.441 0.183
H -0.406 -1.592 0.350 0.182
H 2.425 -0.178 0.333 0.213
H -0.406 -3.783 2.750 0.212
H -2.357 6.264 -1.776 0.474
H -3.331 4.213 -1.280 0.478

Which structure is the most stable? The one labeled (one).

(one)
10
Properties=species:S:1:pos:R:3:nbo_charge:R:1 method="wB97M-V/def2-TZVPD" homo_energy_ev=-9.17 total_charge=0 lumo_ev=0.24 orbital_gap_ev=9.41 smiles="C/C(S)=C/Br"
Br 3.078 -0.508 0.002 0.004
S 0.096 1.938 0.413 -0.069
C -1.181 -0.344 -0.218 -0.649
C 1.143 -0.796 -0.296 -0.221
C 0.216 0.167 -0.003 -0.148
H -1.857 -0.268 0.663 0.238
H -1.184 -1.358 -0.820 0.222
H 0.461 2.541 1.638 0.189
H -1.603 0.390 -1.048 0.227
H 0.830 -1.763 -0.330 0.208

(two)
10
Properties=species:S:1:pos:R:3:nbo_charge:R:1 method="wB97M-V/def2-TZVPD" homo_energy_ev=-8.88 total_charge=0 lumo_ev=0.73 orbital_gap_ev=9.60 smiles=C[C@]1(Br)CS1
Br 1.528 -0.791 -2.047 0.079
S 1.343 1.993 -0.465 0.056
C 1.573 0.431 0.484 -0.508
C 0.678 0.192 -0.678 -0.147
C -0.862 0.234 -0.658 -0.626
H 2.645 0.156 0.627 0.249
H -1.151 1.080 0.019 0.236
H 1.169 0.357 1.437 0.216
H -1.268 0.296 -1.586 0.228
H -1.284 -0.572 -0.119 0.217

Which structure is the most stable? The one labeled (two).

(one)
15
Properties=species:S:1:pos:R:3:lowdin_spin:R:1 method="wB97M-V/def2-TZVPD" homo_energy_ev="-15.68 / -15.63" total_charge=+1 lumo_ev="-3.62 / -8.74" orbital_gap_ev="12.06 / 6.89" multiplicity=2
O -0.295 -1.864 -1.623 0.011
O 0.988 1.041 -1.537 0.199
N -0.687 0.857 -0.077 0.627
C 1.631 0.193 0.633 -0.012
C -1.296 0.378 1.122 0.097
C 0.716 0.723 -0.410 -0.002
H -0.937 -0.632 1.297 0.027
H -0.210 -1.194 -2.312 -0.001
H 1.554 0.759 1.569 -0.002
H 1.443 -0.855 0.900 -0.003
H -1.007 1.016 1.973 0.049
H -2.370 0.495 1.040 0.002
H -0.901 -2.509 -2.014 0.000
H -1.253 1.346 -0.772 0.008
H 2.624 0.245 0.212 0.000

(two)
15
Properties=species:S:1:pos:R:3:lowdin_spin:R:1 method="wB97M-V/def2-TZVPD" homo_energy_ev="-13.90 / -13.86" total_charge=+1 lumo_ev="-6.07 / -10.33" orbital_gap_ev="7.83 / 3.53" multiplicity=2
O 1.434 0.100 -0.758 0.701
O -1.567 -1.989 0.333 0.031
N 2.592 1.191 -2.402 0.116
C -1.132 -0.591 0.702 0.039
C -1.887 -0.338 1.974 0.020
C 1.753 1.184 -1.331 0.039
H 1.404 2.244 -1.099 0.022
H -1.333 0.218 -0.160 -0.001
H 3.391 1.650 -2.342 0.004
H -0.774 -2.353 -0.056 0.001
H -1.913 -1.294 2.587 0.000
H -0.079 -0.597 0.941 0.018
H -1.669 0.412 2.677 0.001
H 2.766 0.415 -2.973 0.001
H -2.986 -0.254 1.907 0.007

Which structure is the most stable? The one labeled (one).

(one)
17
Properties=species:S:1:pos:R:3:nbo_charge:R:1 method="wB97M-V/def2-TZVPD" homo_energy_ev=-13.31 total_charge=+1 lumo_ev=-4.55 orbital_gap_ev=8.76
N -1.396 -0.392 -0.720 -0.353
N 0.995 0.623 1.139 -0.342
C 2.457 0.728 0.809 -0.444
C -1.107 1.004 -0.433 0.115
C 0.197 0.748 -0.124 -0.031
C -0.174 -0.678 -0.035 0.207
C 0.448 -0.771 1.161 -0.054
C -2.185 -1.109 -1.626 -0.451
H -1.834 -1.266 -2.709 0.226
H -3.286 -0.632 -1.664 0.245
H 0.700 1.044 1.932 0.432
H 2.785 0.435 -0.168 0.262
H 2.851 1.728 0.811 0.243
H 0.467 -1.439 1.893 0.230
H -2.277 -2.240 -1.447 0.252
H -1.700 1.794 -0.472 0.225
H 3.058 0.424 1.654 0.239

(two)
17
Properties=species:S:1:pos:R:3:nbo_charge:R:1 method="wB97M-V/def2-TZVPD" homo_energy_ev="-13.57 / -13.56" total_charge=+1 lumo_ev="-5.38 / -5.38" orbital_gap_ev="8.18 / 8.18"
N -0.567 -0.084 -0.412 -0.197
N 1.313 -1.866 -0.549 -0.307
C 0.302 -1.951 0.260 0.185
C 0.889 0.372 -0.244 -0.232
C -1.493 0.787 -1.011 -0.433
C 1.838 -0.646 0.339 -0.074
C -0.945 -1.294 -0.080 0.224
C 1.012 -1.348 1.468 -0.434
H 1.477 -2.267 1.963 0.279
H 0.299 -0.849 2.101 0.213
H -1.349 1.836 -0.863 0.251
H -2.526 0.492 -0.921 0.249
H -1.990 -1.558 0.004 0.260
H -1.254 0.579 -2.010 0.242
H 2.956 -0.523 0.294 0.275
H 1.154 0.398 -1.287 0.254
H 0.843 1.275 0.295 0.246

Which structure is the most stable? The one labeled (two).